The following is a quantum chemistry calculation of C28H32F5N3O4Sr as an isolated structure, from OMol25.

The geometry in XYZ format:
```
73
Properties=species:S:1:pos:R:3:forces:R:3:lowdin_charge:R:1
Sr 0.2052 -0.1899 0.1748 -1.55 -0.94 3.60 1.5598
C -1.1108 1.5989 4.3085 0.00 -0.26 0.08 -0.0710
C -1.4423 0.1230 4.1078 -0.19 0.24 -0.06 -0.3725
C -2.6873 0.0091 3.2216 0.10 -0.05 0.26 -0.0555
C -0.3017 -0.6908 3.5347 0.02 0.08 0.05 -0.2158
C 0.9243 -0.1415 3.1669 -0.02 -0.07 0.40 -0.0807
C 1.9623 -0.9504 2.7196 0.06 -0.12 0.07 -0.0654
C 1.8106 -2.3277 2.6155 0.05 0.09 -0.01 -0.2855
C 2.9619 -3.1981 2.2152 0.00 0.03 0.03 -0.0363
C 0.5803 -2.8745 2.9673 -0.03 0.06 -0.01 -0.0408
C -0.4528 -2.0720 3.4149 0.05 -0.03 0.00 -0.0324
H -1.9585 2.1096 4.7611 -0.06 0.03 0.05 0.0820
H -0.8988 2.0818 3.3581 0.07 0.09 -0.08 0.0572
H -0.2549 1.7180 4.9677 0.12 0.11 0.07 0.0836
H -1.6816 -0.3023 5.0910 0.00 -0.04 -0.09 0.1435
H -2.4827 0.4327 2.2380 -0.03 0.02 -0.10 0.0640
H -3.5074 0.5659 3.6718 -0.11 0.04 -0.04 0.0824
H -3.0019 -1.0243 3.0984 -0.05 -0.06 -0.11 0.0737
H 1.1147 0.9120 3.3011 -0.07 0.13 -0.11 0.1046
H 2.9220 -0.5064 2.4942 0.05 0.06 -0.13 0.1232
H 3.5027 -3.5197 3.1063 0.07 -0.05 0.02 0.0867
H 3.6531 -2.6535 1.5771 0.05 -0.01 -0.09 0.0811
H 2.6209 -4.0877 1.6917 -0.01 -0.05 -0.08 0.0799
H 0.4411 -3.9459 2.9214 -0.02 -0.10 -0.06 0.1190
H -1.3816 -2.5321 3.7254 -0.09 -0.03 -0.03 0.1184
C 2.0611 4.0477 -0.1938 -0.15 -0.12 0.12 0.0085
C 1.8454 2.5779 0.0524 -0.63 0.75 0.41 -0.2796
N 0.8649 2.1079 0.7438 0.40 0.61 0.12 -0.1118
O -0.0706 2.9546 1.3161 -0.06 0.57 0.09 -0.0628
C 2.7481 1.6195 -0.5357 0.96 -0.57 -0.57 -0.3045
C 3.9493 2.0030 -1.3516 -0.20 -0.29 0.16 -0.0196
N 2.4402 0.3614 -0.3879 1.11 0.76 -0.04 -0.2197
O 3.2043 -0.5486 -0.8997 0.17 -0.16 -0.21 -0.1570
H 1.5738 4.6603 0.5636 0.00 0.04 -0.04 0.0776
H 1.6706 4.3122 -1.1791 0.00 0.05 0.00 0.1051
H 3.1186 4.2969 -0.1753 -0.03 -0.04 0.00 0.0787
H -0.0942 3.8152 0.8599 0.06 -0.37 -0.03 0.0873
H 4.2410 3.0422 -1.2547 0.00 0.04 -0.01 0.0603
H 3.7348 1.7815 -2.3978 0.14 0.02 -0.13 0.0910
H 4.7759 1.3595 -1.0537 0.10 0.02 -0.08 0.0798
O 1.2361 -2.1293 -0.5551 0.72 -0.98 -0.29 -0.2777
C 0.7506 -2.6506 -1.7743 -0.38 -0.69 -0.57 -0.2455
C -0.1966 -3.8123 -1.4855 0.21 0.22 0.23 -0.1562
C -1.2958 -3.4223 -0.4929 0.17 -0.13 -0.13 -0.1312
C -2.1477 -2.2999 -0.9988 -0.32 -0.26 -0.17 -0.2927
C -2.8992 -2.4602 -2.1615 0.01 0.19 -0.03 -0.0043
C -3.7021 -1.4259 -2.6006 0.10 -0.05 0.20 -0.0391
C -3.7713 -0.2739 -1.8304 0.05 0.04 0.00 -0.0424
C -2.9884 -0.1981 -0.6936 -0.42 0.12 -0.24 -0.1488
N -2.1798 -1.1738 -0.2934 -0.31 -0.26 0.26 0.0193
H 2.1254 -1.6864 -0.7559 0.37 0.16 0.14 0.0308
H 1.5812 -3.0104 -2.3927 -0.06 0.11 0.06 0.1359
H 0.2191 -1.8767 -2.3399 0.11 0.03 0.00 0.1029
H 0.3719 -4.6401 -1.0630 0.04 -0.12 -0.02 0.1156
H -0.6413 -4.1471 -2.4212 0.02 -0.08 -0.12 0.1099
H -0.8421 -3.1234 0.4538 -0.09 -0.09 0.03 0.0932
H -1.9382 -4.2906 -0.3120 0.07 0.06 0.10 0.1276
H -2.8416 -3.3828 -2.7157 0.02 -0.14 -0.06 0.1163
H -4.2706 -1.5211 -3.5142 -0.07 0.00 -0.04 0.1113
H -4.4091 0.5470 -2.1158 -0.02 0.13 0.02 0.1099
H -3.0174 0.6851 -0.0713 0.04 0.17 0.00 0.1043
F -0.8597 4.5410 -5.2922 0.03 -0.15 0.13 0.0961
C -0.7201 3.5134 -4.4343 -0.01 0.04 0.07 -0.1524
C -1.2382 3.5903 -3.1484 0.08 0.04 -0.18 -0.1548
F -1.8784 4.6999 -2.7402 0.08 -0.15 -0.11 0.1023
C -1.0821 2.5309 -2.2763 0.08 -0.28 0.24 -0.1323
F -1.5960 2.6433 -1.0193 0.07 0.02 -0.32 0.0609
C -0.4024 1.3334 -2.6031 -0.24 1.30 -1.40 -0.3145
O -0.2634 0.3702 -1.7905 -0.46 0.15 -1.72 -0.3147
C 0.1022 1.3096 -3.9297 0.06 -0.30 0.30 -0.1243
F 0.7564 0.1964 -4.3250 -0.13 0.30 0.00 0.0952
C -0.0419 2.3596 -4.8148 -0.03 0.13 -0.03 -0.1465
F 0.4805 2.2797 -6.0489 -0.13 0.00 0.22 0.1092
```
Positions in Å, forces in eV/Å.

Computed properties:
HOMO level   -7.8 eV
ΔE to the lowest compared entry with this formula, charge and spin   1.685 eV
Charge   0